Computed, not measured: a structure of composition ClCuFI2O4, with ωB97M-V with the def2-TZVPD basis set.

The calculation puts the orbital gap at 2.63 eV.

Geometry as ORCA input:
```
! RIJCOSX wB97M-V def2-TZVPD def2/J DEFGRID3
* xyz -3 1
Cu -0.64732 2.98460 2.33996
F 1.02937 2.58800 1.54619
Cl -0.35475 0.06770 -1.23907
O -0.48080 -3.40962 0.71678
O -0.43267 -1.39790 2.09355
O 1.71185 -0.19419 2.42674
O -1.02293 3.34483 -1.78011
I -0.84465 -3.57896 -2.43800
I 1.04191 -0.40446 -3.66605
*
```

Atomic partial charges in e from the Mulliken method, atoms 1 to 8:
1. Cu 0.668
2. F -0.658
3. Cl -0.228
4. O -0.422
5. O -0.519
6. O -0.404
7. O -0.487
8. I -0.671